Entry from the OMol25 dataset: C13H26Cl2O3ReSi as an isolated structure in a non-equilibrium geometry (ωB97M-V/def2-TZVPD).

Summary:
Total charge: -2
HOMO-LUMO gap (spin up / spin down) (Eh): 0.170 / 0.169
⟨S²⟩: 3.777
Spin multiplicity: 4
HOMO (spin up / spin down) (Eh): 0.013 / 0.013
Total energy (Eh): -2024.86411

Element x y z (Å)
C: 1.92008 0.38389 -1.32398
C: 0.73914 0.83416 -2.04797
C: 0.00276 -0.35111 -2.41756
C: 0.52447 2.15327 -2.70726
C: 0.77477 -1.49530 -1.97935
C: 1.95488 -1.03745 -1.36369
C: 3.09849 -1.87787 -0.89986
C: 3.06298 1.28346 -0.98327
C: -1.08743 -0.37337 -3.43232
C: 0.41237 -2.90348 -2.26602
Re: -0.27792 0.15065 -0.34057
Cl: -2.08693 1.15275 -0.73992
Cl: 0.58856 2.10611 0.62126
O: -1.05968 -1.64155 -0.25340
H: 1.20702 2.90664 -2.30144
H: -0.50453 2.49974 -2.55695
H: 0.68433 2.04010 -3.79347
H: -1.64794 0.56767 -3.43800
H: -1.78673 -1.19230 -3.22488
H: -0.65804 -0.51977 -4.43777
H: -0.65978 -3.00608 -2.43058
H: 0.70737 -3.55905 -1.44221
H: 0.91120 -3.25276 -3.17797
H: 2.76452 -2.88651 -0.64146
H: 3.60901 -1.43535 -0.03668
H: 3.84294 -1.98809 -1.69924
H: 2.74394 2.32654 -0.92645
H: 3.84195 1.22988 -1.75674
H: 3.50825 0.99430 -0.02863
H: -1.60464 -1.78116 0.53405
O: 2.32374 -2.23748 3.23126
H: 1.79288 -1.89362 2.48359
C: -1.80757 2.57904 2.89136
Si: -1.82216 0.70599 2.83748
C: -1.06779 0.00221 4.40538
C: -3.66319 0.31246 2.75747
O: -0.96972 0.00536 1.64001
H: -2.57835 2.91331 3.60548
H: -2.02759 3.02786 1.91355
H: -0.83654 2.95923 3.23308
H: -1.47881 0.47111 5.31087
H: -1.24633 -1.08041 4.48250
H: 0.02155 0.15279 4.40315
H: -4.13226 0.68574 1.83619
H: -3.88318 -0.75904 2.86081
H: -4.15011 0.82747 3.60013


Entry from the OMol25 dataset: a 5-piece molecular cluster, C13H26Cl8IN4 overall in a non-equilibrium geometry (ωB97M-V/def2-TZVPD).

Summary:
Total charge: +1
HOMO-LUMO gap (Eh): 0.329
HOMO (Eh): -0.452
Total energy (Eh): -4708.92963

Element x y z (Å)
C: 4.16381 0.72410 -1.55126
C: 4.22805 2.32242 -1.49226
I: 3.89863 2.87187 0.62354
C: 3.05176 3.05756 -2.30987
C: 1.65334 2.44960 -1.88035
N: 1.15803 1.28515 -2.55831
C: -0.08266 1.08399 -1.86526
N: -0.80024 0.00549 -2.28037
N: -0.33763 2.06260 -0.87032
N: 0.75028 2.89213 -0.87883
H: 3.53786 0.30612 -2.39800
H: 5.23746 0.35932 -1.70217
H: 3.82551 0.29607 -0.54938
H: 5.24374 2.73400 -1.78967
H: 3.05241 4.15353 -1.96844
H: 3.22570 3.06825 -3.42875
H: -0.76080 -0.89467 -1.77206
H: -1.32611 0.10036 -3.15509
H: -1.17613 2.12357 -0.27803
H: 0.87311 3.69338 -0.24745
Cl: -0.13765 -2.87731 -0.61352
C: 1.51264 -2.73153 0.03778
C: 1.54477 -2.83622 1.54797
Cl: 0.78090 -1.43416 2.33580
H: 1.92721 -1.78386 -0.30883
H: 2.09992 -3.54048 -0.40005
H: 2.58030 -2.87005 1.89129
H: 1.03875 -3.73544 1.90207
Cl: 3.60001 2.64066 5.25275
C: 2.47684 1.25930 5.29120
C: 3.20065 -0.06936 5.36312
Cl: 4.07680 -0.44222 3.85718
H: 1.83708 1.31973 4.40988
H: 1.85088 1.38652 6.17620
H: 2.47956 -0.87398 5.51668
H: 3.91784 -0.09319 6.18466
Cl: -6.56285 0.78100 -0.40346
C: -5.51213 2.12370 -0.91432
C: -4.05560 1.71363 -0.98076
Cl: -3.37302 1.39476 0.63728
H: -5.66419 2.95498 -0.22491
H: -5.85344 2.43418 -1.90339
H: -3.46418 2.51879 -1.42160
H: -3.91793 0.81722 -1.58798
Cl: -3.76317 -2.11905 -1.14548
C: -4.92199 -3.47332 -1.13023
C: -4.22710 -4.81691 -1.05834
Cl: -3.34186 -5.19555 -2.55663
H: -5.54937 -3.39234 -2.01831
H: -5.55561 -3.33686 -0.25219
H: -4.96554 -5.60786 -0.91837
H: -3.52037 -4.85916 -0.22819


Entry from the OMol25 dataset: a 2-piece molecular cluster, C13H26I2O6P overall (ωB97M-V/def2-TZVPD).

Summary:
Total charge: -1
HOMO-LUMO gap (Eh): 0.254
HOMO (Eh): -0.169
Total energy (Eh): -1899.16914

Element x y z (Å)
C: -0.78051 2.48004 -1.09324
C: -0.50095 1.12946 -1.75079
C: 0.98184 0.77534 -1.74271
O: 1.26587 -0.19111 -2.69504
P: 2.94257 -0.72354 -2.50808
C: 2.28490 -2.53622 -2.34697
C: 3.39837 -3.50107 -2.06122
C: 3.93847 -3.43942 -0.64796
I: 2.73180 -5.57315 -2.41623
O: 2.72896 -0.45206 -0.74871
C: 1.57516 0.23881 -0.41048
C: 0.60371 -0.71489 0.30454
C: 1.27454 -1.60914 1.30164
O: 2.21784 -1.44176 1.96734
I: 0.12277 -3.50135 1.58985
H: -0.38785 3.29636 -1.70535
H: -1.84978 2.64018 -0.94230
H: -0.30854 2.54853 -0.10880
H: -1.10874 0.35982 -1.26860
H: -0.80349 1.14662 -2.80059
H: 1.53812 1.70766 -1.95537
H: 3.09458 -0.92504 -3.92949
H: 4.31158 -1.11733 -2.27059
H: 3.35758 0.65709 -2.63874
H: 1.51293 -2.62848 -1.57924
H: 1.82470 -2.75880 -3.31108
H: 4.19769 -3.38905 -2.79480
H: 4.72389 -4.17738 -0.48202
H: 3.13789 -3.61918 0.07241
H: 4.33951 -2.43872 -0.47207
H: 1.79745 1.09721 0.24200
H: 0.06702 -1.32487 -0.42068
H: -0.15520 -0.17396 0.88520
C: -5.90114 1.74476 1.96080
C: -5.05067 2.94090 2.32619
O: -4.03427 2.60107 3.28652
C: -2.96634 1.97763 2.77872
O: -2.76578 1.76498 1.61060
O: -2.11261 1.73582 3.77077
C: -0.89444 1.10695 3.34946
H: -6.33943 1.30155 2.85568
H: -6.70967 2.05875 1.29928
H: -5.30866 0.99042 1.44607
H: -5.64179 3.70637 2.82608
H: -4.57776 3.37669 1.44665
H: -0.41457 1.68798 2.56406
H: -1.09750 0.10016 2.98823
H: -0.26007 1.06536 4.22909


Q: Look up the total energy of the first one.
A: -2024.86411 Eh


Q: Which formula does entry 1 have?
A: C13H26Cl2O3ReSi


Repeat the third record exactly.
Entry from the OMol25 dataset: a 2-piece molecular cluster, C13H26I2O6P overall (ωB97M-V/def2-TZVPD).

Summary:
Total charge: -1
HOMO-LUMO gap (Eh): 0.254
HOMO (Eh): -0.169
Total energy (Eh): -1899.16914

Element x y z (Å)
C: -0.78051 2.48004 -1.09324
C: -0.50095 1.12946 -1.75079
C: 0.98184 0.77534 -1.74271
O: 1.26587 -0.19111 -2.69504
P: 2.94257 -0.72354 -2.50808
C: 2.28490 -2.53622 -2.34697
C: 3.39837 -3.50107 -2.06122
C: 3.93847 -3.43942 -0.64796
I: 2.73180 -5.57315 -2.41623
O: 2.72896 -0.45206 -0.74871
C: 1.57516 0.23881 -0.41048
C: 0.60371 -0.71489 0.30454
C: 1.27454 -1.60914 1.30164
O: 2.21784 -1.44176 1.96734
I: 0.12277 -3.50135 1.58985
H: -0.38785 3.29636 -1.70535
H: -1.84978 2.64018 -0.94230
H: -0.30854 2.54853 -0.10880
H: -1.10874 0.35982 -1.26860
H: -0.80349 1.14662 -2.80059
H: 1.53812 1.70766 -1.95537
H: 3.09458 -0.92504 -3.92949
H: 4.31158 -1.11733 -2.27059
H: 3.35758 0.65709 -2.63874
H: 1.51293 -2.62848 -1.57924
H: 1.82470 -2.75880 -3.31108
H: 4.19769 -3.38905 -2.79480
H: 4.72389 -4.17738 -0.48202
H: 3.13789 -3.61918 0.07241
H: 4.33951 -2.43872 -0.47207
H: 1.79745 1.09721 0.24200
H: 0.06702 -1.32487 -0.42068
H: -0.15520 -0.17396 0.88520
C: -5.90114 1.74476 1.96080
C: -5.05067 2.94090 2.32619
O: -4.03427 2.60107 3.28652
C: -2.96634 1.97763 2.77872
O: -2.76578 1.76498 1.61060
O: -2.11261 1.73582 3.77077
C: -0.89444 1.10695 3.34946
H: -6.33943 1.30155 2.85568
H: -6.70967 2.05875 1.29928
H: -5.30866 0.99042 1.44607
H: -5.64179 3.70637 2.82608
H: -4.57776 3.37669 1.44665
H: -0.41457 1.68798 2.56406
H: -1.09750 0.10016 2.98823
H: -0.26007 1.06536 4.22909